Computed, not measured: a 5-piece molecular cluster, C33H57ClF4N9O9 overall, with wB97M-V/def2-TZVPD.

Last column: Mulliken charge in e.
CARTESIAN COORDINATES (ANGSTROEM)
C (-4.321, -2.372, -4.069)  -1.100
C (-3.915, -3.821, -3.879)  -0.528
C (-2.505, -4.043, -3.333)  -0.769
C (-2.212, -3.298, -2.036)  -0.341
C (-0.718, -3.132, -1.748)  -0.723
C (-0.551, -2.455, -0.376)  0.677
C (0.856, -2.653, 0.243)  -2.079
N (1.561, -1.410, 0.526)  0.293
C (1.724, -0.793, 1.714)  0.373
N (2.438, 0.309, 1.827)  -0.063
C (2.400, 0.679, 3.097)  0.634
C (3.058, 1.900, 3.586)  -1.163
C (2.265, 3.163, 3.227)  -1.251
C (2.039, 3.364, 1.711)  0.233
C (0.559, 3.588, 1.466)  -1.044
N (0.200, 3.894, 0.079)  0.405
C (1.000, 4.974, -0.516)  -1.155
C (-1.186, 4.288, -0.016)  0.373
C (-1.702, 5.482, 0.738)  -0.967
O (-1.916, 3.694, -0.740)  -0.544
N (1.680, -0.198, 3.796)  0.334
C (1.402, -0.103, 5.225)  -1.848
C (2.405, -0.916, 6.066)  0.519
C (1.752, -1.849, 7.091)  -1.378
Cl (3.551, 0.161, 6.911)  -0.192
N (1.238, -1.171, 2.937)  0.260
C (0.438, -2.275, 3.449)  -1.551
C (-1.006, -2.262, 3.002)  0.969
C (-1.677, -3.494, 2.927)  -0.535
C (-3.009, -3.554, 2.523)  -0.771
C (-3.692, -2.372, 2.185)  1.007
C (-5.114, -2.462, 1.714)  -1.582
C (-3.019, -1.148, 2.293)  -1.060
C (-1.680, -1.084, 2.697)  -0.135
C (2.178, -0.734, -0.596)  0.370
F (1.807, -1.396, -1.710)  -0.269
F (1.709, 0.508, -0.723)  -0.280
C (3.736, -0.729, -0.594)  0.088
F (4.219, 0.487, -0.321)  -0.234
F (4.181, -1.608, 0.326)  -0.301
H (-3.626, -1.826, -4.701)  0.367
H (-4.374, -1.833, -3.125)  0.234
H (-5.314, -2.332, -4.501)  0.300
H (-4.648, -4.345, -3.273)  0.318
H (-3.949, -4.298, -4.858)  0.374
H (-2.418, -5.106, -3.118)  0.334
H (-1.747, -3.783, -4.069)  0.377
H (-2.641, -2.298, -2.027)  0.185
H (-2.660, -3.828, -1.195)  0.321
H (-0.260, -4.120, -1.699)  0.412
H (-0.293, -2.522, -2.537)  0.147
H (-1.311, -2.878, 0.263)  -0.430
H (-0.692, -1.387, -0.522)  0.407
H (1.425, -3.249, -0.460)  0.682
H (0.765, -3.285, 1.115)  0.743
H (4.045, 1.937, 3.132)  0.387
H (3.215, 1.866, 4.659)  0.274
H (2.805, 4.016, 3.621)  0.452
H (1.306, 3.154, 3.745)  0.482
H (2.644, 4.217, 1.442)  0.359
H (2.424, 2.514, 1.161)  0.308
H (0.059, 2.648, 1.717)  0.065
H (0.209, 4.324, 2.196)  0.318
H (0.544, 5.240, -1.466)  0.463
H (1.997, 4.617, -0.746)  0.300
H (1.047, 5.877, 0.096)  0.377
H (-2.732, 5.312, 1.022)  0.316
H (-1.139, 5.743, 1.628)  0.345
H (-1.691, 6.353, 0.088)  0.271
H (0.422, -0.517, 5.430)  0.613
H (1.363, 0.936, 5.519)  0.789
H (3.011, -1.520, 5.400)  0.361
H (1.675, -1.357, 8.052)  0.410
H (0.784, -2.212, 6.763)  0.350
H (2.406, -2.700, 7.248)  0.363
H (0.443, -2.271, 4.533)  0.342
H (0.916, -3.206, 3.167)  0.362
H (-1.160, -4.414, 3.163)  0.402
H (-3.532, -4.492, 2.441)  0.433
H (-5.162, -3.181, 0.897)  0.361
H (-5.482, -1.522, 1.320)  0.381
H (-5.766, -2.843, 2.492)  0.352
H (-3.527, -0.225, 2.057)  0.397
H (-1.180, -0.130, 2.769)  0.520
H (4.112, -1.030, -1.568)  0.368
C (3.496, 8.156, 0.962)  -0.780
N (3.576, 6.819, 1.609)  0.890
O (2.580, 6.384, 2.157)  -0.470
O (4.634, 6.234, 1.544)  -0.529
H (2.495, 8.545, 1.102)  0.319
H (4.238, 8.790, 1.438)  0.306
H (3.726, 8.020, -0.091)  0.303
C (2.565, -2.038, -4.806)  -0.619
N (2.478, -2.836, -6.061)  0.974
O (3.304, -2.622, -6.924)  -0.575
O (1.574, -3.637, -6.136)  -0.569
H (3.405, -1.358, -4.885)  0.147
H (1.632, -1.492, -4.704)  0.299
H (2.694, -2.738, -3.986)  0.324
C (4.469, 0.583, -7.335)  -0.669
N (4.207, 1.558, -6.242)  0.869
O (4.742, 2.640, -6.295)  -0.531
O (3.466, 1.184, -5.350)  -0.520
H (5.146, 1.031, -8.051)  0.318
H (4.905, -0.299, -6.878)  0.276
H (3.515, 0.340, -7.793)  0.262
C (-7.958, -0.602, -2.794)  -0.740
N (-7.845, -1.978, -3.349)  0.878
O (-8.366, -2.201, -4.419)  -0.524
O (-7.225, -2.788, -2.690)  -0.487
H (-8.529, 0.001, -3.488)  0.323
H (-8.457, -0.680, -1.833)  0.289
H (-6.948, -0.220, -2.674)  0.268

## Properties
- Electronic energy: -3320.65064 Eh
- LUMO level: -2.187 eV
- Net charge: +1
- Frontier orbital gap: 8.9 eV

***

Computed, not measured: C33H57FN2O2ScSi as an isolated structure, with wB97M-V/def2-TZVPD.

Last column: Mulliken charge in e.
CARTESIAN COORDINATES (ANGSTROEM)
O (-1.549, 1.629, -0.273)  0.765
O (-5.174, 1.259, -1.761)  -0.066
C (-2.095, 2.469, 0.849)  -0.377
C (-1.243, 3.680, 1.125)  -1.050
H (-2.132, 1.788, 1.710)  0.528
H (-3.125, 2.707, 0.565)  0.057
H (-0.199, 3.409, 1.329)  0.068
H (-1.635, 4.192, 2.009)  0.524
H (-1.261, 4.398, 0.297)  0.222
C (-1.257, 2.322, -1.531)  0.232
C (-2.422, 3.153, -2.021)  -1.222
H (-1.010, 1.536, -2.257)  -0.297
H (-0.354, 2.922, -1.367)  0.262
H (-3.364, 2.591, -2.046)  0.038
H (-2.223, 3.488, -3.046)  0.486
H (-2.556, 4.051, -1.411)  0.324
C (-5.552, 0.398, -2.858)  0.040
C (-6.145, 2.276, -1.447)  -0.374
C (-4.683, 0.622, -4.071)  -1.274
H (-6.615, 0.554, -3.116)  0.516
H (-5.444, -0.640, -2.511)  -0.177
H (-4.731, 1.666, -4.397)  0.354
H (-5.035, -0.016, -4.888)  0.459
H (-3.638, 0.366, -3.865)  0.016
C (-6.374, 3.279, -2.561)  -1.341
H (-5.756, 2.778, -0.556)  0.294
H (-7.101, 1.795, -1.177)  0.420
H (-5.437, 3.709, -2.929)  0.233
H (-6.988, 4.095, -2.171)  0.441
H (-6.907, 2.821, -3.397)  0.345
H (-3.591, 0.589, -0.421)  -0.661
N (1.652, 0.220, -0.135)  0.811
C (2.606, -0.719, -0.257)  0.931
C (2.365, -2.033, -0.657)  -1.640
C (1.170, -2.527, -1.180)  1.091
C (4.043, -0.332, -0.028)  -1.543
H (4.172, 0.289, 0.870)  0.254
H (4.446, 0.208, -0.901)  0.231
H (4.637, -1.246, 0.098)  0.509
C (1.182, -3.864, -1.870)  -1.463
H (0.800, -3.801, -2.901)  0.252
H (0.589, -4.614, -1.321)  0.249
H (2.216, -4.225, -1.920)  0.501
N (0.016, -1.863, -1.066)  1.009
C (2.056, 1.599, -0.172)  0.286
C (2.165, 2.331, 1.030)  0.435
C (1.914, 1.666, 2.352)  -1.302
C (2.530, 3.678, 0.974)  -0.406
H (2.584, 4.247, 1.904)  0.452
C (2.802, 4.284, -0.251)  -1.031
H (3.046, 5.345, -0.290)  0.428
C (2.751, 3.545, -1.426)  -0.882
H (2.972, 4.006, -2.391)  0.424
C (2.410, 2.195, -1.404)  1.026
C (2.441, 1.416, -2.685)  -1.480
C (-1.189, -2.371, -1.654)  -0.222
C (-2.012, -3.241, -0.906)  1.064
C (-1.622, -3.670, 0.478)  -1.518
C (-3.207, -3.681, -1.477)  -0.761
H (-3.839, -4.360, -0.904)  0.467
C (-3.576, -3.263, -2.765)  -1.181
H (-4.520, -3.602, -3.191)  0.460
C (-2.723, -2.446, -3.510)  -0.680
H (-2.979, -2.162, -4.532)  0.465
C (-1.511, -2.000, -2.980)  0.962
C (-0.581, -1.156, -3.796)  -1.352
Sc (-0.469, -0.165, 0.094)  0.302
H (0.837, 1.635, 2.598)  0.148
H (2.403, 2.241, 3.153)  0.506
H (2.305, 0.640, 2.400)  0.283
H (1.556, 0.775, -2.815)  0.162
H (3.340, 0.786, -2.796)  0.308
H (2.461, 2.131, -3.521)  0.461
H (-2.412, -4.310, 0.894)  0.435
H (-1.487, -2.832, 1.181)  0.194
H (-0.688, -4.251, 0.484)  0.292
H (0.475, -1.417, -3.647)  0.314
H (-0.691, -0.078, -3.588)  0.095
H (-0.804, -1.290, -4.865)  0.553
H (3.221, -2.700, -0.682)  0.362
C (-3.585, -0.421, 0.079)  1.877
Si (-5.263, -0.853, 0.893)  0.365
H (-3.349, -1.164, -0.689)  -1.362
H (-2.831, -0.452, 0.890)  0.191
C (-5.936, 0.577, 1.927)  -1.083
C (-4.971, -2.364, 1.988)  -1.174
C (-6.666, -1.361, -0.261)  -0.981
H (-7.513, -1.702, 0.353)  0.472
H (-6.379, -2.189, -0.927)  0.288
H (-7.021, -0.529, -0.884)  0.173
H (-5.273, 0.783, 2.778)  0.346
H (-6.933, 0.336, 2.328)  0.345
H (-6.027, 1.493, 1.328)  0.238
H (-4.010, -2.296, 2.517)  0.326
H (-4.972, -3.289, 1.390)  0.272
H (-5.777, -2.436, 2.733)  0.407
F (-0.809, -0.686, 1.845)  -0.751

## Properties
- Electronic energy: -2701.70210 Eh
- LUMO level: -2.514 eV
- Net charge: +1
- Frontier orbital gap: 8.5 eV
- Relative energy (zero: lowest compared OMol25 entry of this formula, charge and spin): 0.000 eV